# C9H8OS

The molecule C9H8OS at a distorted geometry (ωB97M-V/def2-TZVPD, the OMol25 dataset).

Each line ends with the Löwdin charge.
Positions of all 19 atoms, in Å:
C1 3.1307 -0.5674 -0.0330  -0.1666
C2 1.6068 -0.5311 0.0892  -0.5245
C3 0.9274 0.6383 0.1835  -0.0768
C4 -0.4753 0.4270 0.2575  -0.3753
C5 -1.4309 1.3522 0.4559  -0.0176
C6 -2.7587 0.9534 -0.1021  -0.0789
C7 -3.3114 -0.3944 -0.2596  -0.0748
C8 -2.2819 -1.3650 0.1011  -0.0639
C9 -0.8889 -0.8532 0.0543  -0.4764
H1 4.3789 0.9557 0.0707  0.0877
H2 3.4270 -1.3985 -0.7422  0.1138
H3 3.5309 -0.9196 1.1144  0.1737
H4 1.5354 1.5618 -0.2314  0.1642
H5 -1.2275 2.4699 0.6439  0.1374
H6 -3.4832 1.7256 -0.5959  0.1120
H7 -4.3214 -0.6476 -0.6210  0.0963
H8 -2.3229 -2.4243 -0.2031  0.0902
O1 3.4638 0.9394 -0.3016  -0.1375
S1 0.5012 -1.9223 0.1195  1.0169

The calculation puts the total energy at -821.0466 hartree. For the HOMO energy, the calculation gives -0.292 Eh. As for the relative energy (zero: lowest compared OMol25 entry of this formula, charge and spin): 87.6 kcal/mol. The SMILES is OCc1cc2ccccc2s1. For the LUMO energy, the calculation gives 0.5 eV. The value obtained for the molecular weight is 164.23 g mol⁻¹. Its multiplicity is 1. The maximum force comes out at 5.96 eV/A.

---

# C5H18NNaO7

A structure of composition C5H18NNaO7 at a distorted geometry (ωB97M-V/def2-TZVPD, the OMol25 dataset).

Each line ends with the Löwdin charge.
Positions of all 32 atoms, in Å:
Na1 0.2098 0.0895 -0.0005  0.0254
N1 -2.0156 1.2488 -1.2111  -0.6192
O1 -2.3288 1.0429 -2.3438  0.0436
O2 -1.3105 0.4304 -0.5916  -0.1345
O3 -2.4759 2.2445 -0.6914  0.0211
C1 0.7784 -2.6559 -0.0385  -0.0336
C2 1.3785 -2.0343 -1.3077  -0.2410
O4 1.0345 -0.6991 -1.4858  -0.1072
H1 1.1159 -2.0798 0.8231  0.0812
H2 1.2818 -3.6221 -0.0040  0.0907
H3 -0.2967 -2.8107 -0.1288  0.0961
H4 0.9936 -2.6317 -2.1342  0.1225
H5 2.4674 -2.0824 -1.3135  0.1245
H6 1.4519 -0.3938 -2.2947  0.1308
C3 0.2274 1.4060 2.0094  -0.1095
O5 1.3324 0.7175 1.4875  -0.0923
H7 -0.7276 1.0928 1.5876  0.0886
H8 0.1147 1.2741 3.0855  0.1047
H9 0.3318 2.4603 1.7534  0.0966
H10 2.0656 0.9750 2.0511  0.1217
C4 -2.0061 -1.0644 1.2479  -0.0925
O6 -0.6223 -0.9626 1.1641  -0.2444
H11 -2.4242 -0.3072 0.5847  0.0908
H12 -2.3703 -2.0186 0.8673  0.0919
H13 -2.3221 -1.0116 2.2898  0.0990
H14 -0.2248 -1.4938 1.8579  0.1151
C5 0.5089 2.4516 -1.1592  -0.0558
O7 1.1005 1.1959 -0.9109  -0.1976
H15 -0.3069 2.2673 -1.8581  0.0881
H16 0.0899 2.7663 -0.2034  0.0802
H17 1.2212 3.1944 -1.5184  0.1005
H18 1.7274 1.0107 -1.6140  0.1145

The calculation puts the total energy at -944.6345 hartree. For the HOMO energy, the calculation gives -0.302 Eh. As for the relative energy (zero: lowest compared OMol25 entry of this formula, charge and spin): 165.1 kcal/mol. For the LUMO energy, the calculation gives -0.2 eV. The value obtained for the molecular weight is 227.19 g mol⁻¹. Its multiplicity is 1. The maximum force comes out at 10.50 eV/A.

---

# H18Mg2O21S3

A structure of composition H18Mg2O21S3 at a distorted geometry (ωB97M-V/def2-TZVPD, the OMol25 dataset).

Each line ends with the Löwdin charge.
Positions of all 44 atoms, in Å:
Mg1 -0.4947 -1.4052 -1.4654  0.4187
Mg2 -1.0871 2.8869 -0.8414  0.5920
S1 -1.6893 1.2869 -2.7630  0.3270
O1 -0.4476 1.9905 -2.4304  -0.3733
O2 -2.5209 1.8426 -1.6575  -0.3609
O3 -2.1675 1.5717 -4.0975  -0.3125
O4 -1.4478 -0.1433 -2.5541  -0.3029
S2 -0.0206 0.2416 0.3422  0.3755
O5 -1.1366 -0.6716 0.1206  -0.2849
O6 0.6459 -0.0739 1.5902  -0.3079
O7 0.7998 -0.1668 -0.7694  -0.2836
O8 -0.4716 1.6130 0.2352  -0.3127
S3 -0.9415 -3.9216 -1.1402  0.2381
O9 0.0545 -3.0444 -0.5375  -0.3870
O10 -0.3477 -4.8884 -2.0886  -0.3945
O11 -1.6986 -4.6391 -0.1197  -0.3719
O12 -1.7495 -2.8676 -1.7434  -0.3619
O13 -2.1843 3.5843 0.6541  0.0100
H1 -1.8711 4.1845 1.3353  0.0931
H2 -2.8106 3.0053 1.1016  0.1145
O14 3.1416 -1.0070 1.4085  -0.0681
H3 2.2361 -0.6571 1.4355  -0.0278
H4 3.5140 -0.6424 0.6001  -0.0165
O15 1.4529 2.4987 2.5057  -0.0574
H5 1.1306 1.6016 2.3499  -0.0047
H6 0.9646 3.0400 1.8812  -0.0136
O16 1.0179 -3.1141 2.0309  -0.0728
H7 1.3575 -2.2250 2.0414  -0.0307
H8 0.6682 -3.2329 1.1344  -0.0098
O17 0.6060 4.0062 -0.5548  0.0036
H9 1.4322 3.5139 -0.6153  0.1052
H10 0.8669 4.9025 -0.3316  0.0940
O18 3.5372 0.1896 -1.0456  -0.0649
H11 3.7076 0.6787 -1.8528  0.0356
H12 2.5892 0.3170 -0.8757  0.0074
O19 0.5756 -1.9008 -3.1632  -0.0035
H13 0.6404 -1.2223 -3.8404  0.0799
H14 1.2747 -2.5267 -3.3658  0.0917
O20 -2.6311 -0.8746 2.2545  -0.0769
H15 -2.0694 -0.6761 1.4795  -0.0151
H16 -2.9115 -1.7819 2.1125  0.0480
O21 -0.3255 -0.4479 4.1002  -0.0859
H17 -1.2422 -0.6482 3.8865  -0.0046
H18 0.0532 -0.1764 3.2535  -0.0280

The calculation puts the total energy at -3186.0498 hartree. The net charge is -2. For the HOMO energy, the calculation gives -0.069 Eh. For the LUMO energy, the calculation gives 2.4 eV. The value obtained for the molecular weight is 498.93 g mol⁻¹. Its multiplicity is 1. The maximum force comes out at 4.51 eV/A.

---

Result set for frontier orbital gap: 0.3098; 0.2945; 0.1590 Ha, one per record in the order listed.